Entry 1:
{
  "formula": "C3H4INO",
  "method": "wB97M-V/def2-TZVPD",
  "symbols": ["C", "C", "C", "N", "O", "I", "H", "H", "H", "H"],
  "xyz": [[1.129307, -0.455996, 0.161778], [-0.132421, -0.100987, 0.425331], [-0.524150, 1.245844, 0.277952], [-2.431148, 1.205108, -0.759664], [-0.198826, 2.351824, 0.456921], [-3.664101, -0.050647, 0.220365], [1.431620, -1.487697, 0.192796], [1.878839, 0.272199, -0.100140], [-0.899999, -0.821173, 0.666069], [-2.698600, 2.155257, -0.518908]],
  "forces_ev_per_angstrom": [[-0.47, 0.27, 0.19], [0.90, -1.26, -0.01], [-3.13, 2.28, -1.39], [3.05, -0.21, 0.77], [0.22, -1.01, -0.05], [-0.40, -0.15, 0.28], [0.01, -0.21, 0.01], [0.09, 0.15, -0.06], [-0.12, 0.04, -0.07], [-0.14, 0.10, 0.34]],
  "lowdin_charge": [0.098, -0.155, -0.254, -0.592, 0.172, 0.622, 0.073, 0.080, 0.040, -0.085],
  "energy_ha": -544.27522,
  "e_lumo_ev": [-0.6815, -0.6810],
  "homo_ev": [-8.058, -8.059],
  "gap_ha": [0.2711, 0.2711]
}

***

Entry 2:
{
  "formula": "C32H21BrF5N3O2RuS",
  "method": "wB97M-V/def2-TZVPD",
  "symbols": ["Ru", "C", "C", "C", "C", "C", "C", "C", "H", "H", "H", "H", "H", "H", "H", "H", "F", "C", "C", "F", "C", "F", "C", "S", "C", "F", "C", "F", "Br", "C", "C", "C", "C", "C", "C", "C", "O", "O", "H", "H", "H", "H", "N", "C", "C", "C", "C", "C", "C", "N", "C", "C", "C", "C", "N", "C", "C", "H", "H", "H", "H", "H", "H", "H", "H", "H"],
  "xyz": [[-1.321396, 0.545370, -0.485468], [-4.968477, 0.325453, -3.227678], [-3.739284, -0.278491, -2.627616], [-2.527711, -0.243742, -3.328409], [-1.396258, -0.889523, -2.848158], [-1.456170, -1.606202, -1.642460], [-2.652167, -1.604318, -0.902923], [-3.775708, -0.932625, -1.392619], [-5.707026, 0.590981, -2.475081], [-5.425224, -0.394832, -3.911680], [-4.722559, 1.208685, -3.817229], [-2.473993, 0.284514, -4.272355], [-0.487726, -0.884588, -3.436385], [-0.636107, -2.248929, -1.352147], [-2.732160, -2.207099, -0.006453], [-4.698063, -0.961232, -0.825999], [-0.722635, 5.639035, 4.492481], [-1.058097, 4.540859, 3.859115], [-0.875111, 4.454664, 2.482935], [-0.362417, 5.473787, 1.816803], [-1.230264, 3.296068, 1.831067], [-1.013204, 3.204889, 0.526361], [-1.808541, 2.210182, 2.500730], [-2.419412, 0.813317, 1.684086], [-1.954948, 2.317940, 3.889632], [-2.464446, 1.308049, 4.571287], [-1.581439, 3.463858, 4.563292], [-1.731081, 3.537683, 5.874571], [-5.088625, 3.442017, -1.281316], [-3.551668, 3.726510, -2.364386], [-3.484362, 4.809269, -3.224257], [-2.338631, 4.990129, -3.987511], [-1.271876, 4.106661, -3.890423], [-1.348845, 3.038857, -3.008497], [-2.493383, 2.844278, -2.256708], [-0.166401, 2.083382, -2.863762], [0.472408, 1.782837, -3.851144], [0.061616, 1.668007, -1.650092], [-4.313673, 5.498858, -3.297977], [-2.277851, 5.834211, -4.661650], [-0.378215, 4.239630, -4.484008], [-2.577437, 1.999955, -1.571147], [4.935600, -3.118049, 1.185421], [5.559559, -4.183109, 1.785345], [6.852874, -4.686312, 1.706271], [7.126649, -5.803899, 2.467238], [6.149846, -6.403653, 3.279966], [4.870598, -5.901693, 3.362332], [4.569185, -4.764940, 2.606829], [3.401027, -4.058631, 2.496563], [3.645897, -3.089763, 1.650827], [2.632112, -2.135065, 1.232517], [2.831627, -1.192426, 0.223982], [1.795227, -0.351819, -0.134154], [0.596533, -0.407618, 0.448162], [0.399989, -1.300064, 1.432643], [1.379170, -2.168396, 1.854171], [5.364249, -2.465054, 0.554513], [7.611188, -4.226092, 1.086149], [8.121683, -6.227482, 2.441634], [6.418105, -7.280541, 3.853742], [4.115209, -6.367489, 3.980429], [3.777020, -1.103310, -0.292824], [1.914805, 0.390331, -0.914092], [-0.579702, -1.306687, 1.893011], [1.210101, -2.876573, 2.652530]],
  "forces_ev_per_angstrom": [[0.99, 0.42, 0.13], [-0.04, 0.01, -0.10], [0.04, -0.02, -0.01], [0.00, -0.03, 0.05], [-0.08, -0.22, -0.07], [-0.15, -0.21, -0.18], [0.03, -0.16, -0.16], [0.07, 0.06, 0.02], [0.02, 0.01, 0.01], [0.00, -0.02, 0.03], [-0.01, 0.04, 0.06], [0.01, 0.01, 0.00], [0.05, 0.09, 0.08], [0.08, 0.16, 0.13], [0.03, 0.08, 0.06], [-0.01, 0.04, 0.00], [0.06, 0.15, 0.11], [-0.04, -0.17, -0.12], [-0.06, -0.10, 0.05], [0.08, 0.10, -0.05], [-0.01, -0.12, 0.18], [-0.01, 0.08, -0.28], [-0.04, -0.05, -0.12], [0.34, 0.08, -0.47], [0.00, 0.16, -0.10], [-0.08, -0.07, 0.12], [-0.07, -0.15, 0.00], [0.01, 0.07, 0.10], [0.11, 0.06, -0.06], [-0.12, -0.09, 0.14], [-0.07, 0.00, -0.01], [0.09, -0.02, -0.03], [-0.15, 0.04, -0.02], [0.48, -0.35, 0.15], [0.00, 0.22, 0.04], [-0.57, 0.62, -0.95], [0.08, -0.09, 0.45], [-0.57, -0.92, 0.91], [0.00, 0.00, 0.01], [-0.01, 0.00, 0.01], [0.00, -0.01, -0.01], [-0.21, 0.26, -0.05], [-0.07, 0.24, -0.15], [-0.27, -0.24, 0.34], [0.15, -0.03, -0.02], [0.04, 0.13, -0.08], [-0.08, -0.05, 0.07], [-0.02, -0.02, 0.00], [0.52, 0.04, -0.25], [-0.38, 0.23, -0.04], [0.23, -0.44, 0.21], [-0.18, 0.26, -0.15], [0.00, -0.10, 0.18], [0.13, 0.11, -0.14], [-0.52, 0.02, 0.01], [0.25, -0.09, 0.07], [0.10, -0.02, -0.02], [0.01, 0.01, -0.01], [-0.01, -0.02, 0.00], [-0.01, -0.01, -0.01], [-0.02, 0.00, 0.00], [0.01, 0.02, 0.02], [-0.02, 0.02, -0.03], [-0.08, -0.03, -0.02], [0.00, 0.00, 0.03], [-0.07, 0.00, -0.02]],
  "lowdin_spin": [3.490, 0.008, 0.063, 0.060, 0.043, 0.009, 0.017, 0.064, 0.000, 0.004, 0.001, 0.002, 0.001, 0.001, 0.001, 0.001, 0.024, 0.067, -0.007, -0.007, 0.051, 0.034, 0.068, 0.536, 0.053, 0.016, -0.007, -0.007, 0.000, 0.004, 0.001, -0.001, 0.001, 0.003, 0.029, 0.017, 0.029, 0.169, 0.000, 0.000, 0.000, 0.015, 0.000, 0.000, 0.000, 0.000, 0.000, 0.000, 0.000, 0.001, 0.000, 0.001, 0.004, 0.009, 0.099, 0.015, 0.003, 0.000, 0.000, 0.000, 0.000, 0.000, 0.001, 0.000, 0.008, 0.001],
  "energy_ha": -5112.92301,
  "e_lumo_ev": [-3.0575, -6.0599],
  "homo_ev": [-10.695, -10.688],
  "total_charge": 1,
  "s2": 8.781,
  "multiplicity": 6,
  "gap_ha": [0.2807, 0.1701]
}

***

Entry 3:
{
  "formula": "C10H13F2NO7P2S3Sr",
  "method": "wB97M-V/def2-TZVPD",
  "symbols": ["Sr", "O", "P", "O", "O", "O", "P", "O", "O", "O", "H", "H", "S", "C", "N", "C", "C", "C", "C", "C", "C", "S", "H", "H", "H", "H", "C", "S", "C", "H", "H", "H", "H", "H", "H", "F", "C", "F", "H"],
  "xyz": [[0.112440, -0.120213, 0.828016], [-0.824370, 1.299419, 2.450178], [-0.225260, 0.270972, 3.515400], [-0.874080, 0.283289, 4.829538], [-0.106558, -1.065944, 2.777591], [1.334570, 0.806397, 3.672772], [2.221915, 0.804153, 2.292331], [2.148196, -0.726633, 1.836047], [3.580549, 1.294289, 2.562349], [1.376766, 1.578558, 1.273173], [0.081972, 1.493550, 2.011961], [1.219931, -0.909052, 2.309830], [-3.391498, 1.371492, -0.600324], [-2.687939, 0.938531, -2.048911], [-1.563280, 0.294644, -2.222887], [-1.274946, 0.048660, -3.537579], [-0.155383, -0.641856, -4.008136], [0.007897, -0.826839, -5.370076], [-0.921844, -0.333609, -6.285779], [-2.041639, 0.357777, -5.839822], [-2.210374, 0.538872, -4.476443], [-3.498403, 1.331219, -3.617181], [0.548324, -1.007135, -3.272032], [0.873208, -1.366589, -5.739584], [-0.776151, -0.489601, -7.348673], [-2.772760, 0.749162, -6.537844], [3.754242, 1.099011, -0.929840], [2.843133, 0.830729, -2.466721], [3.333762, -0.895989, -2.745441], [3.604909, 0.244372, -0.274332], [3.357609, 1.985786, -0.446535], [4.816833, 1.233625, -1.130451], [4.421224, -0.966663, -2.742553], [2.950766, -1.191857, -3.720054], [2.896029, -1.518118, -1.964753], [-0.795272, -3.371548, -0.294263], [0.238004, -2.492829, -0.764538], [1.448263, -3.137347, -0.275447], [0.279838, -2.726052, -1.847863]],
  "forces_ev_per_angstrom": [[-4.52, -3.68, -10.17], [0.50, 0.21, 0.84], [-0.95, -0.11, 4.24], [-0.05, 0.14, -0.30], [0.03, -0.42, 1.76], [-0.59, -0.36, -0.96], [3.60, 1.71, 1.33], [-0.13, 0.60, 0.97], [-0.21, -0.22, -0.08], [1.14, 1.52, 0.78], [-0.73, 2.74, 0.21], [1.48, -2.35, 0.78], [-0.23, 0.26, 0.61], [0.19, -0.19, -0.54], [0.28, 0.01, 0.30], [-0.14, 0.06, -0.34], [-0.08, 0.11, 0.17], [0.09, -0.04, -0.04], [-0.08, 0.05, -0.05], [0.07, -0.04, 0.03], [-0.11, 0.07, 0.09], [0.14, -0.10, 0.11], [0.03, -0.07, -0.09], [0.01, 0.00, 0.04], [0.02, -0.01, 0.02], [0.02, -0.03, -0.03], [0.00, -0.05, -0.23], [0.02, -0.11, 0.01], [-0.13, 0.39, 0.12], [0.04, 0.01, 0.11], [-0.02, 0.03, 0.06], [0.04, -0.04, 0.07], [0.00, -0.11, -0.01], [-0.01, -0.05, 0.01], [0.06, -0.13, -0.05], [0.19, 0.01, -0.13], [0.17, 0.44, 0.39], [-0.08, -0.15, -0.17], [-0.06, -0.11, 0.17]],
  "lowdin_charge": [1.578, -0.260, 0.177, -0.265, -0.438, -0.235, 0.145, -0.272, -0.268, -0.481, -0.052, -0.050, 0.408, -1.230, -0.010, -0.329, -0.042, -0.116, -0.138, -0.132, -0.513, 0.908, 0.063, 0.087, 0.080, 0.090, -0.436, 0.731, -0.412, 0.023, 0.022, 0.031, 0.028, 0.015, 0.025, -0.190, -0.339, -0.218, 0.014],
  "energy_ha": -3078.37009,
  "e_lumo_ev": 4.4113,
  "homo_ev": -1.739,
  "total_charge": -2,
  "gap_ha": 0.2260
}

***

Calculated energy relative to the best compared isomer or geometry (same formula, charge and spin) (kcal per mole), listed in the same order as above: 67.57; 31.72; 97.72
Calculated F_max (eV Å⁻¹), listed in the same order as above: 4.1; 1.4; 11.7